1.
Below is a molecular structure, C37H58BBrCsN10O3S5 in a non-equilibrium geometry, with properties calculated with ωB97M-V/def2-TZVPD.

Properties
**Net charge**: -1
**HOMO**: -4.31 eV
**E_tot**: -6828.1956 hartree
**ΔE to the lowest compared entry with this formula, charge and spin**: 24.70 kcal per mole
**Frontier orbital gap**: 6.22 eV

Each line ends with the Löwdin charge.
Geometry (Å):
Cs: 0.179814 0.433901 0.081479  1.03
C: -6.121628 -2.564332 1.376977  -0.04
C: -4.949545 -1.577503 1.266954  -0.55
C: -5.364124 -0.176976 1.733533  -0.02
C: -3.832192 -2.084764 2.174305  -0.11
N: -4.559358 -1.472911 -0.159068  0.00
C: -5.510782 -1.129260 -1.118178  -0.08
C: -4.869011 -0.981133 -2.283609  -0.11
N: -3.528743 -1.215518 -2.074195  0.00
B: -2.496129 -1.051409 -3.217883  -0.58
N: -1.596111 -2.343147 -3.215817  0.03
C: -2.314845 -3.511084 -3.380089  -0.08
C: -1.528868 -4.550928 -3.069557  -0.05
N: -0.291353 -4.036209 -2.711856  -0.01
C: -0.336887 -2.670496 -2.824325  -0.72
S: 0.973482 -1.626510 -2.588691  0.60
C: 0.881268 -4.845354 -2.302412  -0.55
C: 0.485163 -6.320888 -2.195565  -0.06
C: 1.369341 -4.392080 -0.925349  -0.05
C: 1.979444 -4.712298 -3.359454  -0.05
N: -1.724336 0.302761 -3.193497  0.05
C: -0.655925 0.498544 -4.045071  -0.14
C: -0.227612 1.760280 -3.919413  -0.06
N: -1.047779 2.389331 -2.982522  -0.01
C: -2.012934 1.494316 -2.587325  -0.73
S: -3.378291 1.852089 -1.655211  0.67
C: -1.022859 3.856164 -2.756830  -0.55
C: 0.372393 4.390345 -3.098261  -0.04
C: -1.299952 4.219244 -1.298841  -0.06
C: -2.071855 4.493138 -3.670699  -0.04
C: -3.333126 -1.534381 -0.765555  -0.68
S: -1.854821 -1.978987 -0.080565  0.56
H: -6.402514 -2.675893 2.424932  0.08
H: -5.821098 -3.539958 0.991483  0.09
H: -7.001422 -2.233615 0.827788  0.07
H: -5.566810 -0.186034 2.806090  0.08
H: -6.256569 0.172892 1.212565  0.08
H: -4.555396 0.527123 1.533381  0.09
H: -4.260069 -2.211343 3.172007  0.08
H: -2.999344 -1.388566 2.239214  0.03
H: -3.440868 -3.041029 1.831911  0.06
H: -6.547105 -0.979912 -0.886404  0.11
H: -5.243018 -0.683039 -3.245677  0.12
H: -3.129765 -1.090213 -4.252239  0.12
H: -3.350943 -3.496423 -3.668317  0.12
H: -1.771924 -5.593057 -3.041950  0.10
H: -0.285106 -6.469229 -1.437010  0.09
H: 1.368866 -6.885886 -1.900429  0.08
H: 0.138734 -6.722124 -3.148378  0.08
H: 0.536019 -4.371523 -0.220770  0.09
H: 1.802261 -3.395367 -0.960765  0.02
H: 2.122896 -5.093951 -0.563304  0.09
H: 1.621641 -5.089815 -4.320128  0.08
H: 2.854054 -5.292509 -3.058014  0.08
H: 2.265640 -3.668333 -3.474058  0.02
H: -0.277669 -0.287207 -4.669806  0.10
H: 0.604089 2.241295 -4.392079  0.11
H: 1.141207 3.845072 -2.545454  0.09
H: 0.420381 5.439076 -2.805181  0.09
H: 0.589854 4.336713 -4.165144  0.07
H: -0.619987 3.692723 -0.632249  0.06
H: -2.314900 3.964864 -1.010901  0.01
H: -1.147253 5.293615 -1.176581  0.09
H: -1.859457 4.254913 -4.715250  0.08
H: -2.071831 5.578029 -3.547851  0.08
H: -3.059027 4.106612 -3.415080  0.06
C: -0.668989 -2.555091 6.876026  -0.10
C: -1.752200 -1.611042 6.341877  -0.25
C: -1.172904 -0.547627 5.468233  -0.63
N: -1.135735 -0.602673 4.188823  0.02
N: -0.514482 0.454385 3.590848  0.00
C: -0.068378 1.327598 4.437818  -0.70
N: 0.626411 2.442214 4.104495  0.10
S: -0.392459 0.890468 6.110664  1.04
H: -1.111237 -3.364763 7.457748  0.07
H: 0.033294 -2.016178 7.513541  0.07
H: -0.113585 -2.989267 6.045087  0.08
H: -2.290566 -1.152200 7.173588  0.10
H: -2.466219 -2.169221 5.736178  0.11
H: 0.567015 2.705915 3.113605  0.05
H: 0.628552 3.199945 4.763627  0.09
Br: 5.804168 6.060975 -0.482455  0.71
C: 4.013309 5.812298 0.098495  -0.66
C: 3.264209 6.906607 0.498323  -0.20
N: 2.007710 6.788565 0.916672  0.07
C: 1.473590 5.569255 0.955370  -0.08
C: 2.152021 4.420981 0.564445  -0.10
C: 3.456171 4.548915 0.115807  -0.05
C: 1.483665 3.055427 0.605580  -0.75
O: 1.956431 2.176674 -0.142908  -0.34
O: 0.507245 2.931027 1.382662  -0.18
H: 3.685940 7.904679 0.480928  0.10
H: 0.453579 5.490569 1.311115  0.12
H: 4.001486 3.675084 -0.215304  0.10
C: 4.178888 0.502260 -2.363172  -0.11
C: 5.106059 0.601006 -1.153075  -0.29
C: 4.990229 -0.610011 -0.230677  -0.33
S: 3.439361 -0.556124 0.719891  0.85
O: 3.363657 -1.854001 1.450341  -0.53
C: 3.953629 0.736964 1.943051  -0.31
C: 3.778760 0.243005 3.374198  -0.29
C: 4.935145 -0.634622 3.847177  -0.11
H: 4.280171 1.382052 -2.999817  0.07
H: 3.135997 0.432511 -2.051763  0.03
H: 4.412274 -0.383362 -2.957064  0.08
H: 4.858019 1.506831 -0.590803  0.08
H: 6.143527 0.704322 -1.479936  0.11
H: 5.808343 -0.693773 0.486518  0.09
H: 4.918139 -1.542311 -0.794254  0.09
H: 3.296007 1.577594 1.734852  0.06
H: 4.985400 1.032772 1.743208  0.09
H: 2.844347 -0.318491 3.445084  0.10
H: 3.678071 1.113525 4.026367  0.10
H: 4.994555 -1.533194 3.234851  0.06
H: 4.791877 -0.937148 4.886036  0.07
H: 5.884040 -0.095114 3.778321  0.07

Cartesian forces, eV/Å:
-1.7 -1.5 0.1
0.1 0.1 -0.1
0.0 0.0 0.2
0.0 0.0 0.0
0.0 0.0 0.1
-0.2 0.0 -0.1
0.0 0.0 0.0
0.0 0.0 0.0
0.0 -0.1 -0.1
-0.1 0.1 0.1
0.1 0.0 -0.2
0.0 0.0 0.0
0.0 0.0 0.1
-0.1 0.0 -0.2
-0.1 -0.1 0.0
0.3 0.2 0.0
0.2 0.0 0.1
-0.1 0.2 0.0
0.0 0.0 0.1
0.0 0.0 0.0
0.2 0.0 0.1
-0.1 0.0 -0.1
-0.1 0.1 -0.1
0.1 -0.2 0.0
0.0 -0.1 -0.2
-0.2 -0.1 0.2
-0.1 0.2 0.0
0.0 -0.1 0.0
0.0 0.0 0.0
0.0 -0.1 0.0
-0.1 0.0 0.0
-0.2 -0.5 -0.3
0.0 0.0 0.0
0.0 0.0 0.0
0.0 0.0 0.0
0.0 0.0 0.0
0.0 0.0 0.0
0.0 0.0 0.0
-0.1 0.0 0.0
-0.1 -0.1 0.0
0.0 0.0 0.1
0.0 0.0 0.1
0.0 0.0 0.0
0.0 0.0 0.0
0.0 0.0 0.0
0.1 -0.1 0.0
0.0 0.0 0.0
0.0 0.0 0.0
0.0 0.0 0.0
0.0 0.0 0.0
0.0 -0.1 0.0
0.0 0.0 0.0
0.0 0.0 0.0
0.0 0.0 0.0
0.0 -0.1 0.0
0.0 -0.1 0.1
0.0 0.1 0.0
0.0 0.0 0.0
0.0 0.0 0.0
0.0 0.0 0.0
0.0 0.0 0.0
0.1 0.1 0.0
0.1 0.0 0.0
0.0 0.0 0.0
0.0 0.0 0.0
0.0 0.0 0.0
-0.1 0.1 0.0
0.1 -0.1 0.0
0.1 0.3 0.1
-0.1 -0.2 0.0
0.1 0.1 -0.3
-0.1 -0.1 0.5
0.1 0.0 -0.1
0.0 -0.1 -0.3
0.0 0.0 0.0
0.0 0.0 0.0
0.0 0.0 0.0
-0.1 0.0 0.0
0.0 0.0 0.0
0.0 0.0 0.0
0.0 0.0 0.0
0.0 0.0 0.0
0.1 0.0 0.0
0.0 0.0 0.0
0.0 0.1 0.0
0.1 0.0 0.1
0.0 0.0 0.0
0.0 0.0 -0.1
0.3 0.5 0.1
1.5 1.5 -0.2
0.1 0.4 0.1
0.0 0.0 0.0
0.0 0.0 0.0
0.0 0.0 0.0
0.0 0.0 0.1
-0.1 0.0 -0.1
-0.2 0.1 0.0
0.5 0.0 0.2
0.0 -0.2 0.1
-0.2 -0.1 -0.1
0.1 -0.1 0.0
-0.1 0.0 0.0
0.0 0.0 0.0
0.0 0.0 0.0
0.0 0.0 0.0
0.1 0.0 0.0
0.0 0.0 0.0
0.0 0.0 0.0
0.0 0.0 0.0
0.0 0.1 0.0
0.0 0.0 0.0
0.0 0.0 0.0
0.0 0.0 0.0
0.0 0.0 0.0
0.0 0.0 0.0
0.0 0.0 0.0

2.
Below is a molecular structure, C37H58N4O2Ti in a non-equilibrium geometry, with properties calculated with ωB97M-V/def2-TZVPD.

Properties
**HOMO (alpha / beta)**: -4.11 / -7.47 eV
**2S+1**: 3
**E_tot**: -2663.7085 hartree
**<S²>**: 2.0134
**ΔE to the lowest compared entry with this formula, charge and spin**: 23.18 kcal per mole
**Frontier orbital gap (alpha / beta)**: 4.64 / 7.94 eV

Each line ends with the Löwdin spin population.
Geometry (Å):
Ti: 0.096100 -0.177100 0.017100  1.42
C: -2.321900 1.859500 -1.292400  0.00
N: -1.873100 1.304300 -0.025200  0.03
C: -1.505300 2.402000 0.858000  0.02
C: -2.925000 0.479700 0.562400  0.00
C: -2.924000 -0.927000 -0.051400  0.01
N: -1.592200 -1.533000 -0.015500  0.02
C: -1.363700 -2.404600 -1.179500  0.02
C: -1.584300 -1.698600 -2.483300  0.00
C: -2.534000 -2.139900 -3.379300  0.00
C: -2.735400 -1.486800 -4.587800  0.00
C: -1.901600 -0.411900 -4.868000  0.00
C: -0.917900 0.063200 -4.006000  0.00
C: -0.783000 -0.555200 -2.736500  0.01
O: 0.000400 -0.158500 -1.778600  0.03
C: -0.021400 1.192700 -4.517600  0.00
C: -0.843600 2.454100 -4.827200  0.00
C: 1.095600 1.594000 -3.548800  0.00
C: 0.662900 0.718600 -5.814100  0.00
C: -3.826800 -1.984400 -5.522100  0.00
C: -3.543300 -3.448700 -5.886600  0.00
C: -5.179400 -1.888500 -4.800500  0.00
C: -3.918200 -1.178100 -6.819200  0.00
C: -1.381300 -2.342000 1.192600  0.02
C: -1.664700 -1.592600 2.459100  0.00
C: -2.702500 -1.976100 3.286700  0.00
C: -2.976700 -1.279000 4.454700  0.00
C: -2.118500 -0.233300 4.770400  0.00
C: -1.034000 0.163800 3.996800  0.00
C: -0.822100 -0.487900 2.748900  0.00
O: 0.048100 -0.143300 1.842600  0.03
C: -0.119100 1.231800 4.595900  0.00
C: 1.122500 1.501700 3.746100  0.00
C: 0.380800 0.729800 5.963900  0.00
C: -0.867200 2.558500 4.799800  0.00
C: -4.122700 -1.633800 5.390500  0.00
C: -4.927000 -2.829100 4.872400  0.00
C: -3.569200 -1.990000 6.778200  0.00
C: -5.076700 -0.438900 5.529100  0.00
H: -3.215900 2.491500 -1.154200  0.00
H: -2.558300 1.065800 -1.995600  0.00
H: -1.526200 2.467800 -1.722200  0.00
H: -2.352500 3.090600 1.032000  0.00
H: -0.680200 2.962600 0.405700  0.01
H: -1.174500 1.997800 1.812700  0.00
H: -3.920900 0.931100 0.401500  0.00
H: -2.755500 0.396400 1.637700  0.00
H: -3.232000 -0.856900 -1.099200  0.00
H: -3.658200 -1.550100 0.481300  0.00
H: -2.022700 -3.291200 -1.120300  0.00
H: -0.312500 -2.743200 -1.118100  0.01
H: -3.127500 -3.002600 -3.107300  0.00
H: -2.026000 0.093500 -5.813000  0.00
H: -1.209500 2.907500 -3.909800  0.00
H: -1.695500 2.239700 -5.465800  0.00
H: -0.208800 3.175300 -5.338200  0.00
H: 0.709500 1.856600 -2.564100  0.00
H: 1.624400 2.453900 -3.959000  0.00
H: 1.808800 0.782200 -3.425800  0.00
H: -0.044800 0.625600 -6.632200  0.00
H: 1.134600 -0.248800 -5.657900  0.00
H: 1.426300 1.435100 -6.109300  0.00
H: -3.558300 -4.084900 -5.005500  0.00
H: -2.565000 -3.537000 -6.354900  0.00
H: -4.296200 -3.815000 -6.581800  0.00
H: -5.175500 -2.464700 -3.878200  0.00
H: -5.974000 -2.273000 -5.436300  0.00
H: -5.402300 -0.852600 -4.551700  0.00
H: -2.979300 -1.210500 -7.367000  0.00
H: -4.177400 -0.142000 -6.619100  0.00
H: -4.691300 -1.603600 -7.456200  0.00
H: -0.319000 -2.654700 1.183500  0.01
H: -2.016000 -3.247400 1.150300  0.00
H: -3.295700 -2.825700 2.986000  0.00
H: -2.302500 0.304000 5.689000  0.00
H: 1.680500 0.577700 3.609500  0.00
H: 1.761000 2.227000 4.251500  0.00
H: 0.855600 1.894900 2.766800  0.00
H: 0.812500 -0.263700 5.864400  0.00
H: -0.420700 0.680800 6.695200  0.00
H: 1.143800 1.404700 6.346800  0.00
H: -1.112800 3.020400 3.845900  0.00
H: -0.238200 3.247800 5.360900  0.00
H: -1.789900 2.416900 5.354700  0.00
H: -4.299600 -3.714400 4.795400  0.00
H: -5.354400 -2.612300 3.895900  0.00
H: -5.742500 -3.051200 5.558200  0.00
H: -2.854900 -2.807000 6.707000  0.00
H: -4.382400 -2.293800 7.434400  0.00
H: -3.068400 -1.139900 7.233300  0.00
H: -5.509900 -0.179900 4.565900  0.00
H: -4.562700 0.436300 5.917100  0.00
H: -5.883500 -0.686200 6.216600  0.00
N: 4.223000 0.246900 0.375900  0.07
C: 4.096800 -0.477500 -0.778100  -0.01
C: 2.766100 -0.568800 -1.038400  0.04
N: 2.043100 0.084900 -0.068700  0.05
C: 2.951100 0.574900 0.786400  0.16
H: 5.076000 0.444900 0.867800  0.00
H: 4.945000 -0.855500 -1.313600  0.00
H: 2.282900 -1.047000 -1.875400  0.00
H: 2.749600 1.169900 1.653700  0.01

Cartesian forces, eV/Å:
-0.5 0.9 0.3
0.0 0.0 -0.2
-0.1 0.2 0.3
-0.1 0.2 0.2
-0.3 -0.4 0.1
-0.5 0.4 0.0
-0.6 -0.7 -0.1
0.0 -0.4 -0.4
0.3 0.1 0.1
0.2 0.1 0.1
0.0 0.1 -0.1
-0.3 -0.2 0.0
0.3 0.0 0.6
-1.1 -0.7 -1.5
0.4 0.1 -3.1
0.1 0.2 0.0
0.1 -0.2 0.0
-0.2 0.0 0.0
-0.1 0.1 0.2
-0.1 0.0 -0.1
-0.1 0.2 0.0
0.1 0.0 -0.1
0.1 -0.2 0.2
0.1 -0.4 0.4
0.4 0.1 0.0
0.1 0.1 0.0
0.0 0.0 0.0
-0.1 -0.2 -0.1
0.2 0.0 -0.5
-1.2 -0.6 1.4
0.4 0.2 2.7
0.1 0.2 0.1
-0.1 0.0 0.0
-0.1 0.1 -0.2
0.1 -0.2 0.0
-0.1 0.0 0.1
0.1 0.2 0.1
-0.1 0.0 -0.2
0.1 -0.2 0.0
0.1 -0.1 0.0
0.0 0.0 -0.1
0.0 0.0 0.0
0.1 -0.1 0.0
-0.1 0.0 0.1
0.0 0.1 0.0
0.1 0.0 0.1
-0.1 0.2 -0.1
0.0 0.0 0.2
0.1 0.0 -0.1
0.2 0.1 0.0
-0.4 0.0 0.1
-0.1 -0.1 0.0
0.0 0.1 -0.1
-0.1 0.1 0.1
-0.1 0.0 -0.1
0.0 0.2 0.0
0.1 0.0 -0.1
0.1 0.1 -0.1
0.1 0.0 0.1
-0.1 -0.1 -0.1
0.1 -0.1 0.0
0.1 0.1 -0.1
0.0 -0.1 0.1
0.1 0.0 -0.1
-0.1 -0.1 -0.1
0.0 -0.1 0.1
-0.1 0.0 -0.1
0.0 0.1 0.0
0.1 0.0 -0.1
0.0 0.2 0.0
-0.1 0.0 -0.1
-0.4 0.0 -0.1
0.2 0.2 0.0
-0.1 -0.1 0.0
0.0 0.1 0.1
0.1 0.0 -0.1
0.0 0.1 0.1
0.1 0.0 0.0
0.1 -0.1 0.0
-0.1 0.0 0.1
0.1 0.1 0.1
0.0 0.1 -0.1
0.1 0.1 0.0
-0.1 0.0 0.1
0.0 -0.1 0.0
-0.1 0.0 -0.1
-0.1 0.0 0.1
0.1 -0.1 0.0
-0.1 0.0 0.1
0.1 0.1 0.1
-0.1 0.1 -0.1
0.1 0.1 0.0
-0.1 0.0 0.1
-0.5 0.1 0.1
-0.1 -0.1 -0.1
0.7 -0.2 -0.7
2.2 0.5 0.8
0.2 -0.1 -0.4
-0.1 0.0 0.0
0.1 -0.1 -0.1
0.0 0.0 0.1
-0.1 0.0 0.1